Record 1
ORCA calculation (ωB97M-V/def2-TZVPD) on C10H17F6N2O8P2Rh as an isolated structure.

## Properties
largest force on an atom: 0.01321 hartree/bohr
electronic energy: -67903.265 eV
ΔE to the lowest compared entry with this formula, charge and spin: 12.0 kcal/mol
orbital gap (alpha / beta): 7.77 / 7.77 eV

Last column: Löwdin charge in e.
Element x y z (Å)
O: 3.8728 -3.0084 0.8159  -0.237
C: -0.3660 3.1871 -1.0230  -0.139
H: 5.0845 -0.9050 0.0374  0.086
Rh: 0.0506 -1.0613 -0.1125  1.330
O: 1.9473 -1.6692 -0.2778  -0.395
C: 1.0045 1.5076 0.8662  -0.119
N: 0.4137 0.9305 -0.3742  -0.237
N: 1.0460 3.3862 -0.7468  -0.160
H: 1.4440 0.0681 4.5063  0.091
H: -1.2540 1.2668 -1.6057  0.110
F: -3.5548 -0.3524 1.0242  0.159
C: -2.7014 -1.7521 -0.6727  -0.420
O: 1.4718 -2.3486 3.7944  -0.224
F: -4.4244 -2.3297 0.8842  0.165
C: -2.0614 -3.1405 -0.8738  -0.550
H: 2.2534 0.4020 -1.2468  0.088
C: 1.3088 3.0115 0.6359  -0.125
H: -0.9472 3.8759 -0.4096  0.123
H: 0.3025 1.3474 1.6786  0.114
F: -1.7328 -3.3274 -2.1555  0.172
O: 4.1686 -0.6051 0.0012  -0.122
H: 0.9356 0.6703 -2.3887  0.129
C: 1.4117 1.0451 -1.4813  -0.110
H: -0.5508 3.4386 -2.0680  0.122
F: -2.4353 -2.0789 1.6915  0.169
H: -1.4983 1.6427 0.0877  0.126
H: 1.6832 2.8669 -2.6580  0.122
C: -3.8165 -1.5196 -1.6794  0.031
C: 1.8289 2.5342 -1.6301  -0.132
H: 2.8843 2.6559 -1.3872  0.126
P: 3.1992 -1.7312 0.6139  0.230
O: -1.7032 -0.7923 -0.8417  -0.259
F: -2.8419 -4.1480 -0.4927  0.194
P: 1.4430 -1.2504 2.8376  0.231
O: 2.7802 -0.9696 1.9889  -0.260
H: 0.6939 3.6335 1.2864  0.124
H: -4.5490 -2.3239 -1.6502  0.104
F: -0.8993 -3.2303 -0.1604  0.102
H: 1.9127 0.9543 1.0820  0.098
C: -0.7932 1.7224 -0.7370  -0.124
H: -4.3076 -0.5764 -1.4482  0.104
H: 2.3530 3.2203 0.8670  0.126
C: -3.2832 -1.6400 0.7597  -0.571
O: 1.2835 0.1740 3.5609  -0.115
O: 0.3253 -1.3220 1.7761  -0.375
H: -3.3824 -1.4587 -2.6747  0.100

Force components x, y, z for each atom (eV/Å):
O 0.015 -0.001 -0.021
C -0.062 -0.033 -0.010
H -0.010 -0.014 0.016
Rh 0.602 -0.115 -0.294
O 0.108 0.043 0.033
C 0.071 0.155 -0.020
N 0.153 -0.232 0.074
N 0.071 0.075 0.023
H -0.040 -0.030 0.000
H 0.003 -0.049 -0.022
F -0.020 -0.035 0.007
C 0.203 -0.063 -0.008
O 0.148 -0.044 0.036
F -0.009 0.004 0.000
C -0.449 -0.057 -0.173
H 0.018 0.023 0.017
C -0.002 -0.066 0.035
H 0.002 -0.006 0.005
H -0.028 -0.008 -0.008
F 0.037 0.011 0.088
O -0.012 0.048 -0.072
H -0.041 -0.018 0.019
C -0.011 0.119 -0.113
H -0.012 -0.009 0.001
F -0.048 0.048 -0.024
H 0.014 0.002 0.031
H 0.006 -0.006 -0.003
C 0.038 -0.062 -0.097
C -0.006 -0.050 -0.031
H -0.001 -0.014 0.020
P -0.038 0.067 0.002
O -0.576 0.138 0.225
F 0.131 0.060 0.010
P 0.129 0.035 0.070
O 0.000 -0.263 0.030
H -0.010 -0.003 -0.002
H -0.019 0.008 -0.008
F 0.222 -0.072 0.059
H 0.003 -0.004 -0.002
C -0.044 0.107 -0.018
H -0.001 -0.006 0.005
H 0.002 -0.005 0.003
C 0.071 0.068 -0.007
O -0.003 0.012 -0.045
O -0.601 0.248 0.167
H -0.007 -0.005 0.002

Record 2
ORCA calculation (ωB97M-V/def2-TZVPD) on a 2-piece molecular cluster, C10H17N overall.

## Properties
largest force on an atom: 0.07975 hartree/bohr
electronic energy: -12132.745 eV
ΔE to the lowest compared entry with this formula, charge and spin: 98.6 kcal/mol
orbital gap: 9.83 eV
SMILES string: c1ccncc1.CCCCC

Last column: Löwdin charge in e.
Element x y z (Å)
C: 2.0131 -0.8973 -0.0123  -0.285
C: -2.4955 -1.3856 -1.0285  -0.152
C: 1.6628 0.5714 -0.1142  -0.248
H: 3.5388 -2.4165 0.1833  0.074
H: -0.2806 0.1469 0.7597  0.079
H: 4.3458 -0.7266 0.4264  0.069
H: -2.5099 1.7728 0.0323  0.086
H: 0.1856 2.8393 0.8541  0.082
C: 0.1504 0.8359 -0.0382  -0.317
H: 0.3503 2.6778 -0.8650  0.090
H: -2.5832 -2.0090 -1.8873  0.095
N: -2.2256 -2.0281 0.1208  0.076
H: 1.9593 1.1094 -1.0703  0.127
C: 3.5401 -1.3031 -0.1314  -0.151
H: -1.7154 -1.8531 2.0884  0.115
H: -1.6234 0.5994 2.0865  0.136
H: 1.7682 -1.2250 1.1273  0.142
C: -1.9112 -1.2800 1.1847  -0.170
C: -1.9735 0.0649 1.2109  -0.149
C: -2.3464 0.7360 0.0813  -0.113
H: 4.0088 -1.2944 -1.2368  0.092
C: -2.6356 -0.0229 -1.0938  -0.046
H: -2.9855 0.4150 -1.9848  0.094
H: 2.1185 1.1184 0.7545  0.124
H: -0.3678 0.2659 -0.8000  0.097
H: -1.1414 2.5548 -0.0307  0.020
H: 1.3012 -1.5542 -0.6281  0.123
C: -0.1478 2.2880 0.0114  -0.090

Force components x, y, z for each atom (eV/Å):
C 0.208 -1.303 2.238
C 0.205 -0.310 1.206
C -0.214 1.508 -0.410
H 0.506 1.793 -0.408
H 2.053 1.890 -0.500
H -1.588 -0.539 -0.112
H -0.438 0.663 0.236
H 0.985 0.125 1.043
C 1.517 -3.036 1.608
H 0.071 0.649 -0.278
H -0.355 -0.362 -0.581
N 0.760 0.287 -0.224
H 0.414 -0.911 0.945
C 0.694 -1.461 -1.990
H 0.217 0.148 -0.056
H -0.412 0.031 0.109
H 0.248 0.766 -2.468
C -1.250 -2.776 -0.007
C -0.711 1.685 0.889
C -2.994 -1.859 -2.098
H -1.466 0.009 2.137
C 0.212 0.520 2.221
H -0.156 0.702 -0.911
H -0.050 -0.348 -0.858
H 0.475 0.639 -1.037
H -1.660 0.603 -0.521
H 1.334 0.862 0.541
C 1.395 0.025 -0.718